Record 1
Molecular formula: C3H6N2O2S
Method: DFT, ωB97M-V/def2-TZVPD

XYZ file:
```
14
Properties=species:S:1:pos:R:3:nbo_charge:R:1
C -1.243 0.976 1.386 -0.301
C -0.580 -0.746 0.100 0.888
C 1.741 -0.675 -0.900 0.229
H -0.674 1.777 2.033 0.219
H -2.135 1.530 0.889 0.204
H -1.695 0.015 1.901 0.236
H 0.337 -2.260 -0.921 0.431
H 2.497 -1.449 -0.615 0.169
H -0.069 0.933 -1.077 0.133
N 0.423 -1.225 -0.788 -0.682
N 2.230 0.449 -1.200 -0.530
O -0.339 0.408 0.517 -0.493
O -1.604 -1.430 0.270 -0.637
S 1.111 1.698 -1.595 0.134
```

## Properties
M in g/mol: 134.16
SMILES string: COC(=O)N/C=N\S
HOMO in eV: -8.86
Lowest unoccupied orbital energy in eV: 0.59
Energy above the lowest of the compared OMol25 structures with the same formula, charge and spin in kcal per mole: 76.5
Spin multiplicity: 1
Kohn-Sham gap in eV: 9.451

---

Record 2
Molecular formula: C4H12
Method: DFT, ωB97M-V/def2-TZVPD

XYZ file:
```
16
Properties=species:S:1:pos:R:3:nbo_charge:R:1
C -1.832 2.169 -0.040 -0.625
C -2.083 0.807 -0.642 -0.616
H -2.717 2.608 0.423 0.210
H -1.232 2.082 0.889 0.203
H -1.245 2.902 -0.585 0.211
H -2.185 0.831 -1.732 0.205
H -3.031 0.413 -0.269 0.207
H -1.336 0.040 -0.455 0.206
C 1.925 -1.672 -0.458 -0.618
C 1.941 -1.302 1.014 -0.617
H 2.496 -0.972 -1.071 0.207
H 2.624 -2.525 -0.545 0.203
H 0.932 -1.896 -0.824 0.213
H 1.770 -0.219 1.046 0.199
H 2.809 -1.457 1.655 0.209
H 1.165 -1.811 1.595 0.204
```

## Properties
M in g/mol: 60.14
SMILES string: CC.CC
HOMO in eV: -11.34
Lowest unoccupied orbital energy in eV: 1.09
Energy above the lowest of the compared OMol25 structures with the same formula, charge and spin in kcal per mole: 13.4
Spin multiplicity: 1
Kohn-Sham gap in eV: 12.423

---

Record 3
Molecular formula: CHO4
Method: DFT, ωB97M-V/def2-TZVPD

XYZ file:
```
6
Properties=species:S:1:pos:R:3:nbo_charge:R:1
C 1.399 -0.571 0.103 1.067
O 1.513 -1.739 0.234 -0.560
O 1.472 0.561 -0.066 -0.542
O -1.915 0.894 -0.073 -0.603
O -1.476 -0.523 0.109 -0.755
H -0.994 1.378 -0.307 0.394
```

## Properties
M in g/mol: 77.02
HOMO in eV: -1.84
Lowest unoccupied orbital energy in eV: 3.66
Charge: -1
Energy above the lowest of the compared OMol25 structures with the same formula, charge and spin in kcal per mole: 28.7
Spin multiplicity: 1
Kohn-Sham gap in eV: 5.499

---

Record 4
Molecular formula: C27H50ClFI3N3O6P
Method: DFT, ωB97M-V/def2-TZVPD

XYZ file:
```
92
Properties=species:S:1:pos:R:3:mulliken_charge:R:1
C -3.878 5.574 -1.426 -1.034
C -3.684 4.041 -0.879 -0.108
C -2.150 3.683 -0.383 -0.526
C -1.991 2.060 -0.239 -0.497
O -1.103 1.375 -1.134 -0.324
C 0.321 1.410 -0.866 -1.386
C 0.941 2.451 0.233 -0.940
C 0.856 2.070 1.805 0.135
C 1.204 3.469 2.656 -0.545
C 2.552 3.320 3.602 -0.686
C 2.236 3.412 5.222 -0.525
N 1.317 2.307 5.692 -0.588
N 0.600 -0.078 -0.511 2.181
C -0.160 -0.853 0.526 -1.672
I 1.089 -1.616 2.214 0.142
C -1.177 -2.013 0.070 0.273
C -1.481 -2.220 -1.507 -0.331
I -0.533 -3.875 1.124 0.289
C 1.700 -0.563 -1.230 0.514
C 2.518 -1.954 -1.230 -1.008
C 1.956 -3.197 -2.115 0.338
O 1.726 -4.377 -1.470 -0.428
Cl 1.645 -3.261 -3.941 -0.073
C 2.255 0.665 -2.222 -0.471
F 3.502 1.027 -1.457 -0.362
I 3.271 0.061 -4.118 0.165
C 1.047 1.816 -2.331 1.604
C 0.171 1.615 -3.718 -0.690
C -0.411 0.071 -3.936 0.218
C -0.991 2.777 -3.974 0.148
C -2.289 2.199 -4.857 -0.769
C -3.494 1.594 -3.913 -0.489
P 1.603 3.661 -2.563 0.057
N 1.978 4.077 -4.235 -0.538
O 3.177 3.955 -1.788 -0.479
H -4.662 6.091 -0.699 0.310
H -4.417 5.495 -2.483 0.257
H -2.876 6.183 -1.507 0.287
H -4.409 3.750 0.015 0.422
H -3.939 3.305 -1.755 -0.094
H -2.030 4.172 0.698 0.288
H -1.308 4.175 -1.046 0.258
H -1.861 1.851 0.918 0.172
H -3.087 1.634 -0.471 0.571
H 2.118 2.514 0.037 0.470
H 0.569 3.572 0.121 0.349
H -0.154 1.694 2.229 0.103
H 1.784 1.358 2.043 -0.018
H 0.305 3.675 3.392 0.358
H 1.390 4.392 1.963 0.304
H 3.152 2.329 3.434 0.323
H 3.316 4.205 3.369 0.291
H 3.284 3.235 5.759 0.322
H 1.891 4.492 5.533 0.283
H 1.592 2.017 6.671 0.286
H 1.572 1.458 5.108 0.170
H -0.820 -0.043 1.109 0.210
H -2.239 -1.797 0.577 0.430
H -2.344 -1.452 -1.807 0.077
H -0.587 -2.123 -2.244 -0.097
H -1.956 -3.299 -1.690 0.430
H 3.604 -1.713 -1.672 0.498
H 2.780 -2.403 -0.154 0.252
H 0.854 1.755 -4.690 0.516
H -0.707 -0.131 -5.075 0.488
H -1.367 -0.083 -3.282 -0.453
H 0.355 -0.765 -3.659 -0.574
H -0.601 3.691 -4.612 0.243
H -1.450 3.218 -3.000 -0.270
H -1.968 1.511 -5.747 0.312
H -2.748 3.178 -5.364 0.390
H -3.697 0.490 -4.320 0.233
H -3.144 1.489 -2.801 -0.100
H -4.509 2.169 -4.054 0.322
H 2.354 3.314 -4.821 0.261
H 1.311 4.709 -4.707 0.333
H 3.097 4.921 -1.504 0.378
C -0.166 -9.956 5.595 -1.082
C 0.605 -8.706 5.986 -0.152
O 1.392 -8.216 4.893 -0.347
C 0.704 -7.585 3.909 0.703
O -0.505 -7.400 3.880 -0.560
O 1.583 -7.220 2.944 -0.343
C 0.969 -6.644 1.794 -0.337
H 0.512 -10.718 5.200 0.294
H -0.701 -10.365 6.455 0.353
H -0.897 -9.745 4.808 0.308
H 1.306 -8.955 6.792 0.285
H -0.057 -7.921 6.367 0.299
H 0.333 -5.795 2.066 -0.278
H 0.391 -7.405 1.260 0.362
H 1.760 -6.282 1.131 0.304
```

## Properties
M in g/mol: 978.85
HOMO in eV: -10.59
Lowest unoccupied orbital energy in eV: -5.11
Charge: +1
Spin multiplicity: 1
Kohn-Sham gap in eV: 5.482